# 1
161
Properties=species:S:1:pos:R:3 method="wB97M-V/def2-TZVPD" max_force_ev_per_a=3.9 spin_multiplicity=1 homo_lumo_gap_ev=6.2891 e_homo_ev=-7.53
Pb 2.316 -3.055 1.359
C 0.443 1.094 0.706
C -0.787 1.473 0.156
C -1.822 0.446 -0.214
O -2.975 0.710 -0.626
C -1.540 -0.899 0.006
C -0.265 -1.347 0.429
C 0.764 -0.248 0.897
O 1.866 -0.690 1.320
O 0.225 -2.480 0.316
O -0.924 2.684 -0.119
H 1.207 1.829 0.909
H -2.292 -1.622 -0.280
C 2.298 -6.182 -0.109
O 2.054 -5.601 1.162
C 1.088 -6.333 1.865
C 0.746 -5.780 3.257
N 0.107 -4.469 3.097
C -0.119 -3.850 4.391
C -0.780 -2.494 4.167
O -2.167 -2.668 3.986
C -2.857 -1.453 3.844
H 2.741 -7.171 0.017
H 2.981 -5.541 -0.671
H 1.493 -6.268 -0.847
H 1.231 -7.415 1.947
H 0.103 -6.285 1.379
H 1.646 -5.877 3.866
H -0.009 -6.485 3.622
H -0.794 -4.700 2.672
H 0.763 -3.744 5.028
H -0.720 -4.570 4.965
H -0.311 -1.959 3.336
H -0.643 -1.925 5.096
H -2.705 -0.854 4.743
H -3.923 -1.664 3.754
H -2.605 -0.904 2.927
C 5.054 -0.915 1.964
O 4.155 -1.441 1.029
C 4.422 -0.969 -0.313
C 3.378 -1.501 -1.338
N 2.894 -2.854 -1.137
C 1.792 -3.162 -2.063
C 2.194 -3.463 -3.515
O 3.234 -4.442 -3.398
C 3.815 -4.809 -4.651
H 4.866 -1.040 3.028
H 5.111 0.182 1.885
H 6.094 -1.152 1.707
H 5.412 -1.346 -0.577
H 4.359 0.109 -0.160
H 3.830 -1.527 -2.339
H 2.608 -0.738 -1.453
H 3.572 -3.579 -1.365
H 0.952 -2.483 -1.940
H 1.367 -4.127 -1.778
H 2.631 -2.618 -4.059
H 1.428 -3.941 -4.129
H 4.622 -5.487 -4.385
H 4.223 -3.946 -5.178
H 3.089 -5.337 -5.270
C -3.781 -6.250 0.524
C -4.898 -6.456 -0.306
C -5.641 -5.394 -0.725
C -5.391 -4.097 -0.265
C -4.273 -3.901 0.521
C -3.449 -4.961 0.870
O -2.235 -4.617 1.432
O -6.703 -5.513 -1.599
H -3.219 -7.098 0.889
H -5.212 -7.427 -0.669
H -5.973 -3.262 -0.629
H -4.027 -2.909 0.877
H -1.873 -3.748 1.237
H -6.542 -6.279 -2.161
C -3.129 2.748 -3.417
C -2.749 3.739 -4.327
C -3.540 4.034 -5.428
C -4.709 3.329 -5.641
C -5.094 2.294 -4.791
C -4.238 1.941 -3.751
O -4.569 0.853 -3.007
O -3.218 5.073 -6.274
H -2.643 2.661 -2.453
H -1.894 4.388 -4.168
H -5.274 3.471 -6.554
H -5.986 1.715 -4.976
H -4.057 0.879 -2.183
H -2.588 5.649 -5.832
C -0.172 7.271 -1.649
C -0.818 6.066 -1.476
C -1.945 6.012 -0.676
C -2.456 7.196 -0.124
C -1.842 8.435 -0.315
C -0.627 8.430 -1.033
O 0.093 9.603 -1.105
O -2.627 4.866 -0.446
H 0.767 7.377 -2.179
H -0.460 5.179 -1.986
H -3.409 7.078 0.377
H -2.202 9.308 0.207
H 0.915 9.515 -0.612
H -2.082 4.064 -0.397
C 4.138 2.093 4.739
C 3.637 3.029 5.628
C 2.271 3.290 5.687
C 1.356 2.607 4.877
C 1.885 1.580 4.059
C 3.246 1.448 3.906
O 3.794 0.516 3.041
O 1.745 4.156 6.599
H 5.199 2.065 4.529
H 4.344 3.584 6.233
H 0.306 2.811 5.009
H 1.165 1.023 3.479
H 3.136 0.135 2.419
H 2.427 4.521 7.169
C 3.811 4.626 0.197
C 4.113 3.503 0.978
C 5.431 3.281 1.367
C 6.421 4.202 1.058
C 6.095 5.380 0.398
C 4.781 5.590 -0.030
O 4.476 6.726 -0.771
O 5.746 2.101 1.957
H 2.824 4.687 -0.245
H 3.354 2.739 1.073
H 7.449 4.079 1.373
H 6.727 6.246 0.253
H 4.603 6.559 -1.709
H 4.917 1.626 2.175
C -3.160 2.432 2.745
C -3.746 3.773 2.281
O -4.257 4.321 3.519
C -4.470 3.313 4.396
O -5.109 3.373 5.393
O -3.871 2.183 3.949
H -2.114 2.569 3.037
H -3.236 1.617 2.029
H -4.570 3.518 1.616
H -3.012 4.459 1.882
C -1.841 -3.025 -3.151
C -3.353 -3.492 -3.227
O -3.365 -4.685 -2.456
C -2.121 -5.079 -2.144
O -1.810 -6.078 -1.574
O -1.237 -4.179 -2.575
H -1.720 -2.224 -2.420
H -1.402 -2.711 -4.095
H -3.687 -3.611 -4.255
H -3.950 -2.720 -2.745
C 0.708 1.575 -3.005
C -0.043 0.216 -3.047
O -0.062 -0.053 -4.462
C 1.020 0.522 -4.996
O 1.439 0.284 -6.085
O 1.511 1.489 -4.181
H 1.368 1.667 -2.147
H -0.085 2.324 -3.046
H -1.054 0.192 -2.658
H 0.667 -0.551 -2.719

# 2
72
Properties=species:S:1:pos:R:3 method="wB97M-V/def2-TZVPD" charge=-1 max_force_ev_per_a=3.5 spin_multiplicity=1 homo_lumo_gap_ev=4.8368 e_above_lowest_ev=0.000 e_homo_ev=-3.23
O 4.506 -1.275 -0.090
S 4.512 -1.048 1.334
O 4.560 -2.204 2.167
O 5.827 -0.267 1.711
C 3.070 -0.088 1.850
C 2.494 0.784 0.730
C 1.530 0.061 -0.266
C 1.252 -1.429 0.040
P -0.075 -1.632 1.325
C -0.857 -3.284 0.970
C -0.343 -4.411 1.881
C 1.106 -4.816 1.572
F 1.409 -4.731 0.254
F 1.873 -3.858 2.175
C 1.556 -6.157 2.236
F 0.884 -6.243 3.407
F 2.839 -6.118 2.580
S 1.202 -7.736 1.252
F 2.329 -8.506 2.088
F 2.254 -7.354 0.140
F -0.018 -7.070 0.469
F 0.141 -8.242 2.356
F 0.910 -9.086 0.457
H 6.245 -0.824 2.462
H 3.462 0.601 2.613
H 2.350 -0.728 2.362
H 1.960 1.619 1.204
H 3.288 1.251 0.143
H 1.906 0.162 -1.289
H 0.558 0.576 -0.228
H 2.142 -2.017 0.275
H 0.834 -1.869 -0.881
H -1.052 -0.633 1.091
H -1.924 -3.148 1.216
H -0.835 -3.556 -0.093
H -0.374 -4.091 2.926
H -1.026 -5.264 1.786
Br -3.776 0.013 -0.351
C -5.432 -0.784 0.283
C -5.218 -1.504 1.588
Br -4.327 -3.211 1.313
H -5.796 -1.432 -0.508
H -6.122 0.047 0.414
H -6.171 -1.749 2.053
H -4.611 -0.940 2.289
O 4.889 2.974 1.120
H 5.326 2.684 0.313
H 5.587 2.963 1.783
Cl 6.586 -2.661 3.236
C -4.452 6.614 -2.275
O -3.062 6.385 -2.273
C -2.544 6.180 -0.966
C -1.344 5.258 -0.996
O -1.674 3.888 -1.171
C -2.086 3.479 -2.469
C -0.969 3.473 -3.490
O -0.717 4.787 -3.968
C 0.602 4.944 -4.441
H -4.698 7.537 -1.736
H -4.773 6.712 -3.310
H -4.986 5.768 -1.826
H -3.310 5.752 -0.310
H -2.238 7.158 -0.571
H -0.864 5.311 -0.016
H -0.605 5.584 -1.730
H -2.944 4.061 -2.812
H -2.428 2.449 -2.345
H -1.265 2.857 -4.350
H -0.066 3.048 -3.037
H 1.327 4.722 -3.650
H 0.728 5.982 -4.743
H 0.787 4.296 -5.305

# 3
15
Properties=species:S:1:pos:R:3 method="wB97M-V/def2-TZVPD" charge=+1 max_force_ev_per_a=4.8 spin_multiplicity=1 homo_lumo_gap_ev=11.0392 e_above_lowest_ev=3.401 smiles="C=C1[N@@H+]2[C@@H](O)[C@]12C" e_homo_ev=-14.55
C -2.373 0.572 -0.173
C -1.141 0.326 0.130
N -0.018 0.980 0.740
C 1.020 0.667 -0.409
O 2.196 0.573 0.118
C 0.040 -0.332 -0.144
C 0.489 -1.723 0.052
H -2.988 1.358 0.240
H -2.990 -0.034 -0.776
H 0.218 1.083 1.679
H 0.851 1.452 -1.181
H 2.879 1.129 -0.226
H 1.360 -1.846 0.800
H 0.794 -1.763 -1.042
H -0.337 -2.442 0.192

# 4
106
Properties=species:S:1:pos:R:3 method="wB97M-V/def2-TZVPD" max_force_ev_per_a=5.2 spin_multiplicity=1 homo_lumo_gap_ev=9.4054 e_homo_ev=-9.57
C -2.538 3.793 2.083
C -1.701 2.953 3.163
C -1.513 3.832 4.401
C -2.384 3.844 5.440
S -3.924 2.934 5.675
C -1.766 4.824 6.485
O -1.767 4.811 7.631
O -1.130 5.743 5.644
C -0.426 4.877 4.769
O 0.654 5.039 4.427
H -2.674 4.821 2.500
H -1.932 3.862 1.158
H -3.523 3.303 1.934
H -2.296 2.032 3.390
H -0.759 2.592 2.709
H -4.863 3.945 5.714
C 1.252 -0.952 1.118
Cl -0.077 0.036 0.497
Cl 2.509 -1.148 -0.109
Cl 1.924 -0.233 2.589
H 0.862 -1.931 1.365
C 1.148 -0.964 -4.316
Cl -0.002 -2.293 -4.113
Cl 0.875 0.291 -3.102
Cl 2.807 -1.561 -4.227
H 0.995 -0.524 -5.295
C -6.486 0.341 3.148
Cl -5.009 0.954 2.387
Cl -6.575 -1.424 3.015
Cl -6.583 0.877 4.835
H -7.338 0.744 2.624
C -1.434 -3.546 -0.354
Cl -0.212 -2.565 -1.172
Cl -1.386 -3.310 1.405
Cl -3.045 -3.177 -0.979
H -1.216 -4.590 -0.557
C 5.835 -3.515 -1.358
Cl 5.290 -5.163 -1.021
Cl 4.787 -2.746 -2.561
Cl 5.869 -2.557 0.124
H 6.838 -3.563 -1.757
C 5.212 -1.140 4.200
Cl 4.767 -2.663 3.426
Cl 5.397 -1.358 5.944
Cl 6.696 -0.494 3.493
H 4.414 -0.426 4.029
C 4.633 -3.436 -7.120
Cl 2.930 -3.572 -7.577
Cl 5.342 -1.966 -7.797
Cl 4.807 -3.457 -5.362
H 5.163 -4.290 -7.527
C 4.254 2.819 -3.144
Cl 5.609 3.812 -2.596
Cl 4.512 2.280 -4.809
Cl 4.024 1.433 -2.076
H 3.355 3.424 -3.116
C 8.877 -5.773 -3.316
Cl 7.557 -4.763 -3.913
Cl 10.128 -5.949 -4.550
Cl 9.555 -5.095 -1.831
H 8.480 -6.756 -3.091
C -4.262 -3.681 5.572
Cl -4.069 -2.689 7.018
Cl -5.956 -3.764 5.088
Cl -3.276 -3.093 4.225
H -3.932 -4.685 5.814
C -9.785 -0.214 0.331
Cl -8.233 0.265 -0.372
Cl -9.984 -1.967 0.267
Cl -9.930 0.367 1.995
H -10.576 0.240 -0.255
C -0.520 -7.774 0.777
Cl -2.223 -7.906 0.326
Cl 0.189 -6.303 0.100
Cl -0.338 -7.800 2.533
H 0.009 -8.627 0.366
C -3.185 8.156 6.368
Cl -3.213 9.919 6.469
Cl -3.765 7.434 7.871
Cl -4.153 7.595 4.996
H -2.160 7.839 6.211
C 1.173 3.035 -6.877
Cl 0.625 1.380 -6.581
Cl 0.115 3.840 -8.038
Cl 1.242 3.947 -5.364
H 2.171 2.994 -7.297
C -2.644 -0.471 10.019
Cl -4.334 -0.550 9.507
Cl -1.907 1.039 9.499
Cl -2.517 -0.653 11.772
H -2.109 -1.291 9.552
C -0.328 6.265 -11.118
Cl -1.475 4.932 -10.936
Cl -0.615 7.504 -9.893
Cl 1.335 5.674 -11.028
H -0.478 6.710 -12.095
C -7.289 4.143 0.679
Cl -7.133 2.995 2.013
Cl -6.050 5.398 0.796
Cl -7.180 3.300 -0.868
H -8.261 4.617 0.742
C 10.033 -6.077 -8.455
Cl 10.291 -6.019 -10.201
Cl 8.312 -5.934 -8.075
Cl 10.697 -7.566 -7.775
H 10.551 -5.237 -8.006

# 5
34
Properties=species:S:1:pos:R:3 method="wB97M-V/def2-TZVPD" charge=-1 max_force_ev_per_a=0.4 spin_multiplicity=1 homo_lumo_gap_ev=6.7747 e_homo_ev=-3.63
C -2.482 1.093 4.348
C -1.932 1.524 2.980
P -0.640 0.377 2.285
C -1.745 -1.100 1.948
C -1.603 -2.279 2.930
Ga -0.394 1.335 0.115
C 0.245 -0.090 -1.185
C 0.331 0.459 -2.607
C 0.867 -0.524 -3.633
O 2.243 -0.894 -3.367
C 3.183 0.006 -3.668
C 4.505 -0.351 -3.042
O 2.981 1.011 -4.303
H -3.525 1.395 4.485
H -2.439 0.008 4.473
H -1.904 1.529 5.166
H -1.447 2.502 3.059
H -2.747 1.650 2.261
H -2.782 -0.751 1.927
H -1.530 -1.434 0.930
H -2.545 -2.503 3.438
H -1.287 -3.195 2.424
H -0.859 -2.058 3.698
H -1.825 1.918 -0.382
H 0.693 2.523 0.212
H -0.455 -0.935 -1.173
H 1.220 -0.480 -0.874
H -0.669 0.746 -2.954
H 0.932 1.373 -2.639
H 0.804 -0.154 -4.658
H 0.331 -1.469 -3.552
H 4.626 0.276 -2.157
H 5.306 -0.113 -3.738
H 4.541 -1.394 -2.745